Arrangement 1

The following is a DFT calculation (ωB97M-V with the def2-TZVPD basis set) of CBrClFI as an isolated structure.

For the HOMO-LUMO gap, the calculation gives 9.445 eV. For the LUMO energy, the calculation gives -0.024 hartree.

Last column: natural (NBO) charge in e.
Geometry (Å):
1 C 0.06075 -0.13051 0.07771  0.0563
2 F 0.52104 -0.56223 1.26428  -0.3343
3 Cl 0.67839 -0.98504 -1.33382  0.0392
4 Br 0.83001 1.68853 -0.06401  0.0396
5 I -2.09019 -0.01076 0.05584  0.1992



Arrangement 2

The following is a DFT calculation (ωB97M-V with the def2-TZVPD basis set) of CBrClFI as an isolated structure.

For the HOMO-LUMO gap, the calculation gives 8.556 eV. For the LUMO energy, the calculation gives -0.056 hartree.

Last column: natural (NBO) charge in e.
Geometry (Å):
1 C 0.22036 -0.11063 0.05832  0.1288
2 F 0.78986 -1.14526 -0.49239  -0.3153
3 Cl -1.29384 0.54628 -1.54824  -0.2986
4 Br 1.38487 1.29587 0.36381  0.2011
5 I -1.10125 -0.58625 1.61850  0.2840



Stability summary: most stable arrangement 1, least stable arrangement 2.